(1)
Here is a cluster of 3 separate species, C13H26NO5P in total from the OMol25 dataset. Energies are from the ωB97M-V functional and the def2-TZVPD basis.

```
46
Properties=species:S:1:pos:R:3:forces:R:3
C 0.94316 4.43687 -1.55580 -1.1326 -0.9103 0.1203
P 0.09811 3.16783 -0.44016 0.4684 0.1395 0.6217
C -1.71736 3.65215 -0.58904 0.5733 0.1222 -0.7400
C 0.17672 1.60759 -1.46880 -0.7304 0.8009 -1.3592
O 1.48978 1.10404 -1.62225 -0.2143 0.0503 0.7416
C 1.53771 -0.28786 -1.45772 0.8617 -0.7567 -0.4005
C 1.31404 -1.09687 -2.75706 -0.8997 -0.4136 0.2688
N 0.27461 -0.53453 -3.61304 0.6442 0.7711 0.2567
H 1.07878 5.33078 -0.94510 0.1778 -0.0310 -0.2475
H 0.25381 4.63189 -2.38819 0.3381 0.1809 0.0390
H 1.87976 4.03308 -1.94432 -0.0111 0.1516 0.2063
H -1.80491 4.56075 -1.20357 0.0908 -0.2066 0.1392
H -2.28273 2.87490 -1.11814 -0.0180 0.0456 0.3427
H -2.14048 3.88862 0.38817 0.0274 -0.3170 -0.0922
H -0.49811 0.83567 -1.07396 0.0322 0.3166 0.2112
H -0.19914 1.85287 -2.48180 -0.0327 -0.1502 0.2903
H 0.87150 -0.64947 -0.65634 -0.1551 0.3132 -0.2227
H 2.55374 -0.53496 -1.11860 -0.1204 0.0915 -0.0346
H 2.24437 -1.18789 -3.32516 -0.1354 0.1232 0.0647
H 0.98779 -2.10559 -2.43436 0.6081 0.0492 0.0569
H 0.16507 -1.04872 -4.46725 -0.2224 -0.2096 -0.0776
H -0.59796 -0.41641 -3.12240 -0.2706 -0.2723 -0.1453
O -2.94620 -0.52200 -1.55443 0.3002 -0.0643 -0.2717
C -2.85969 -1.35191 -0.69546 -0.3538 0.2487 0.0279
C -3.24797 -1.19070 0.75455 0.3530 -0.2444 0.3131
C -2.55748 -2.37781 1.41144 0.0293 0.0644 0.2120
C -2.52822 -3.38999 0.28106 0.0034 -0.2530 0.2029
O -2.41458 -2.60942 -0.92302 0.0780 0.0847 -0.0371
H -4.33495 -1.25171 0.83449 0.0004 0.1139 -0.0404
H -2.89330 -0.24125 1.14784 -0.2082 0.1110 -0.1219
H -3.05955 -2.74464 2.30487 0.0162 -0.0367 -0.0466
H -1.53854 -2.10159 1.69060 -0.0606 -0.0248 0.0485
H -3.44690 -3.97972 0.22534 0.0117 0.0393 -0.0411
H -1.67984 -4.06800 0.35238 -0.0018 0.0309 -0.2138
O -0.23546 -0.62800 3.63629 -0.1634 -0.3266 -0.0488
C 0.90523 -0.75621 3.30025 -0.1010 0.3972 0.2332
C 1.82544 0.32917 2.79476 0.2641 -0.2228 -0.4164
C 2.95287 -0.47559 2.16375 0.1730 0.2340 -0.1309
C 2.94071 -1.75016 2.98531 0.2416 -0.0663 -0.0357
O 1.56497 -1.93946 3.35964 -0.0709 -0.0366 -0.0504
H 2.16879 0.92425 3.64275 -0.1085 0.0500 -0.0078
H 1.31729 0.96300 2.07081 -0.1063 0.1547 0.2192
H 3.91677 0.03111 2.17075 -0.0049 -0.0562 0.0295
H 2.69862 -0.70358 1.12800 0.0451 0.0007 0.0206
H 3.54185 -1.66580 3.89429 -0.0603 0.0028 0.0062
H 3.28191 -2.61474 2.41868 -0.1558 -0.0894 0.1096
```
Forces are in eV/Å.

As for the HOMO-LUMO gap: 8.646 eV. For the LUMO energy, the calculation gives 0.6379 eV. Its SMILES is CP(C)COCCN.O=C1CCCO1.O=C1CCCO1.

Atom charges from the Mulliken analysis, given in e for atoms 1 to 2: -1.130, 0.199



(2)
Here is a structure of composition C13H27CrNO18S from the OMol25 dataset. Energies are from the ωB97M-V functional and the def2-TZVPD basis.

```
61
Properties=species:S:1:pos:R:3:forces:R:3
Cr -0.64991 -0.00407 0.30755 -1.3508 -0.0578 0.0539
S -3.33298 -0.08843 0.20979 -3.1953 1.2631 0.2883
O -4.03294 1.17822 0.36514 0.1125 0.6132 -0.2868
O -4.26083 -1.16414 0.02151 -0.0658 -1.1769 -0.2658
O -2.30369 -0.02039 -0.83651 1.8110 0.3277 -3.6454
O -2.41967 -0.27750 1.33087 1.9881 -0.8639 3.5615
C 1.07973 2.38284 -4.47958 -0.0505 0.7408 -3.0944
O 0.95664 1.79824 -3.26249 -0.6756 -0.6973 3.1258
C -0.03316 2.10507 -2.38614 -0.1158 0.1381 1.8445
O 0.03434 1.77173 -1.19618 0.0544 0.5654 -2.7750
O -1.02532 2.83934 -2.91499 0.8752 -0.7024 -0.1644
C -2.06335 3.21778 -2.02376 -1.3096 0.6035 1.7394
H 1.65793 1.71736 -5.12060 -0.0987 -0.3396 0.1142
H 1.65532 3.30717 -4.52869 -0.1465 0.3071 0.7043
H 0.12156 2.54537 -4.97314 -0.0259 0.0658 0.0732
H -2.82772 3.83905 -2.49050 0.5064 -0.1527 -0.7827
H -1.70696 3.81045 -1.18124 0.6033 0.0911 -0.1619
H -2.61337 2.42092 -1.52318 0.3782 -0.6931 -0.4638
C 2.52992 -3.87001 2.94750 0.8092 -0.5491 1.2186
O 1.93547 -2.78392 2.25065 -0.3815 0.6890 -0.8660
C 0.66159 -2.41214 2.33298 -2.5644 0.5422 -0.7969
O 0.13519 -1.46531 1.68041 2.3341 -3.5498 2.7955
O -0.05944 -3.25848 3.13774 3.0865 1.3581 -0.8668
C -1.42682 -2.99870 3.39921 0.2759 -0.2247 -0.2525
H 3.54609 -4.05959 2.60175 -0.1974 0.5248 -0.8868
H 2.04259 -4.84467 2.92178 -0.6539 0.4268 -0.2304
H 2.74328 -3.60529 3.98312 -0.6556 0.1562 0.1929
H -1.89322 -3.26212 2.44990 -0.9627 0.2872 0.5239
H -1.58385 -1.96933 3.72148 -0.1729 -0.0671 -0.3220
H -1.56490 -3.69578 4.22571 -0.8584 0.0939 -0.2316
C -2.42340 2.42280 2.83399 -0.1917 -0.7102 -1.9366
O -1.09648 2.84961 3.19329 -2.2541 2.2970 2.2469
C -0.04933 2.38350 2.63028 -0.1167 -0.1533 0.7460
O -0.06469 1.50780 1.81358 1.0171 -0.2888 -0.6816
O 1.05431 2.90662 3.15111 1.6434 0.3190 -0.3479
C 1.16440 4.04182 4.04337 -0.6086 0.4351 -0.2088
H -2.58875 1.39912 3.16993 0.0716 0.1416 -0.3039
H -2.47943 2.51622 1.74945 0.0361 -0.8906 -0.1257
H -3.28400 3.04609 3.07685 0.8423 0.6118 1.2256
H 0.46708 4.85195 3.83000 -0.6171 -0.4907 -0.0698
H 2.10881 4.56563 3.89564 0.3834 -0.8389 -0.2350
H 1.08093 3.74586 5.08909 -0.1143 -0.1934 -0.1816
C 0.75155 -1.98951 -4.66554 -0.6211 -0.4598 -0.2950
O 0.93649 -1.41852 -3.34733 0.4979 0.0140 -0.1757
C 0.21478 -1.84370 -2.29708 -1.3761 -0.0524 -0.8345
O 0.23793 -1.25082 -1.23845 0.3428 -1.4150 -1.3024
O -0.56768 -2.89730 -2.67078 1.4127 1.5928 0.1223
C -1.53971 -3.44566 -1.82869 -1.0929 -1.8104 1.3568
H 1.32914 -1.52393 -5.46411 0.5354 0.7203 0.8475
H -0.27862 -1.84613 -4.99156 -0.1077 -0.3177 0.3081
H 1.04077 -3.03946 -4.71072 -0.2875 -0.0302 0.3716
H -2.28543 -2.81299 -1.34730 0.2734 0.7459 -0.4909
H -1.13673 -4.07335 -1.03389 0.7535 0.3901 0.2697
H -2.04406 -4.22454 -2.40059 -0.1931 0.4728 -0.4975
C 3.69306 0.29773 -1.07274 0.5953 0.5551 -0.5008
N 3.07550 -0.08623 0.19362 0.2038 -0.3991 1.3459
O 1.90730 0.11621 0.39103 -0.0539 0.4417 -0.3332
O 3.81404 -0.58043 1.03262 0.2289 0.0118 -0.3250
H 4.43549 1.06084 -0.83917 -0.1195 0.0723 0.1618
H 2.94768 0.72417 -1.74405 0.0160 -0.4929 -0.0110
H 4.27778 -0.55732 -1.41201 -0.4527 0.0026 -0.2879
```
Forces are in eV/Å.

As for the HOMO-LUMO gap (spin up / spin down): 7.543 / 8.074 eV. For the LUMO energy (spin up / spin down), the calculation gives 0.3689 / 0.3686 eV. The multiplicity is 5.

Atom charges from the Mulliken analysis, given in e for atoms 1 to 2: 1.262, 1.337